The following is a DFT calculation (ωB97M-V/def2-TZVPD) of a cluster of 3 separate species, C26H52BN4O6 in total.

Structure (XYZ):
```
89
Properties=species:S:1:pos:R:3:forces:R:3
C -1.87866 6.91173 -0.64331 -0.5 -0.4 -0.1
C -2.91733 7.00548 -1.73046 0.0 -0.2 0.6
O -3.70972 5.77142 -1.66711 0.2 0.0 -0.5
B -4.38111 5.48741 -2.81180 0.3 0.2 0.6
O -5.54018 6.04025 -3.18647 0.0 -0.4 0.0
N -3.77369 4.39595 -3.69285 -0.3 -0.3 -0.1
C -3.90516 3.13448 -3.24780 0.4 -0.3 -0.4
C -3.36515 2.05316 -3.93658 -0.2 0.4 0.1
C -3.55276 0.67028 -3.35423 -0.1 0.7 0.3
C -3.34385 0.64743 -1.83024 0.2 -0.1 -0.5
O -2.64584 -0.54342 -1.48159 -0.4 0.2 0.0
C -1.71343 -0.30715 -0.48333 -0.5 -0.3 0.5
C -2.18216 -0.60540 0.90589 -0.2 -0.3 -0.2
O -0.63097 0.08202 -0.75001 0.9 0.5 -0.4
C -2.69180 2.33602 -5.13192 -0.6 0.0 0.3
C -2.06924 1.22817 -5.92698 0.1 0.5 -0.2
O -0.94317 1.32131 -6.30779 0.7 -0.1 -0.1
O -2.85835 0.19348 -6.18276 -0.3 -0.3 0.4
C -2.56696 3.65030 -5.59727 0.2 -0.2 0.3
C -1.86977 3.97988 -6.90495 -0.9 0.6 -0.4
N -2.06773 5.38170 -7.26944 0.5 -0.2 0.4
C -0.82459 6.15289 -7.44094 -0.6 -0.1 0.0
C -3.12631 4.66030 -4.83647 0.1 -0.2 -0.2
H -1.24437 7.78788 -0.61013 0.1 0.1 0.0
H -1.30022 6.01129 -0.82018 0.4 0.0 0.0
H -2.39603 6.77429 0.30021 0.1 0.2 0.2
H -2.44565 7.09457 -2.70749 0.0 0.0 -0.2
H -3.60384 7.82905 -1.56263 0.0 0.2 -0.1
H -5.89709 6.53317 -2.43458 -0.2 0.3 -0.2
H -4.44636 2.98447 -2.32874 -0.1 0.1 0.2
H -4.58126 0.38801 -3.55595 0.0 -0.4 -0.3
H -2.87032 -0.02377 -3.81510 0.0 -0.3 0.0
H -4.31563 0.70002 -1.33977 0.0 -0.1 0.3
H -2.75295 1.50837 -1.52197 0.1 0.1 0.0
H -1.59346 -1.44603 1.26123 0.1 -0.1 0.2
H -3.22957 -0.87407 0.91503 -0.2 -0.1 0.1
H -1.99822 0.23880 1.55719 0.1 0.2 0.1
H -2.27510 -0.53762 -6.44771 -0.1 0.0 -0.4
H -0.82482 3.69969 -6.87544 0.2 0.0 0.1
H -2.33962 3.35172 -7.66196 0.1 -0.2 -0.1
H -2.64904 5.44418 -8.08917 0.0 0.1 -0.1
H -1.00933 7.19928 -7.22119 0.0 0.2 -0.1
H -0.08884 5.80982 -6.72286 0.2 -0.1 0.0
H -0.44207 6.05768 -8.45275 0.3 0.0 -0.1
H -3.05185 5.68068 -5.17514 -0.1 0.2 0.0
C 3.95534 -5.20200 1.35175 0.1 0.0 0.0
C 3.18116 -4.60266 0.18995 0.1 0.0 0.1
N 1.89741 -4.05749 0.59334 -0.2 0.0 0.0
C 1.03870 -3.71455 -0.52341 -0.1 -0.1 -0.2
C 1.48432 -2.58536 -1.46183 -0.1 0.1 0.0
C 1.93433 -3.09504 1.68067 0.1 0.0 0.2
C 2.77468 -1.82334 1.49770 -0.1 0.1 0.1
H 3.36342 -5.96306 1.86217 0.0 0.0 0.0
H 4.87013 -5.67216 0.98962 0.0 0.0 0.0
H 4.24564 -4.44293 2.07896 0.0 0.0 0.0
H 2.99376 -5.39090 -0.54378 -0.1 0.1 0.0
H 3.81931 -3.85807 -0.31211 0.0 0.0 0.0
H 0.04385 -3.47663 -0.13155 0.0 0.0 0.1
H 0.90048 -4.62083 -1.12154 0.1 0.0 0.0
H 1.35034 -1.60508 -1.00853 0.1 0.0 0.0
H 0.87405 -2.60293 -2.36810 0.0 0.0 0.0
H 2.52509 -2.68776 -1.76948 0.0 0.0 0.0
H 2.29224 -3.61231 2.57488 0.0 0.0 0.0
H 0.90447 -2.81294 1.91940 0.0 0.0 -0.1
H 3.74636 -2.03408 1.04976 0.0 0.0 0.0
H 2.95812 -1.36327 2.47145 0.0 0.0 0.0
H 2.26740 -1.08027 0.88335 0.0 0.0 -0.1
C 0.87678 -2.50830 5.63324 0.0 0.0 0.0
C 2.02160 -2.40624 6.63056 0.0 0.1 -0.1
N 2.38481 -3.67940 7.22093 0.0 -0.1 0.1
C 3.28316 -3.55202 8.35546 0.0 0.1 0.2
C 4.69046 -2.99322 8.10782 0.0 -0.1 0.1
C 2.69630 -4.74013 6.27947 -0.1 -0.1 -0.2
C 3.83311 -4.49943 5.27682 0.0 -0.1 0.0
H -0.00025 -2.96696 6.09169 0.0 -0.1 0.0
H 0.59922 -1.50938 5.29169 0.0 0.0 0.0
H 1.14945 -3.08857 4.75040 0.0 0.0 0.0
H 1.70827 -1.74225 7.44044 0.1 0.0 0.1
H 2.87409 -1.91140 6.13660 0.0 0.0 0.0
H 3.36996 -4.52919 8.83748 0.0 0.0 -0.1
H 2.78800 -2.91129 9.09184 -0.1 0.0 -0.1
H 5.34229 -3.72354 7.63082 0.0 0.0 -0.1
H 5.15101 -2.72996 9.06192 0.0 0.0 0.0
H 4.67390 -2.09139 7.49513 0.0 0.0 0.0
H 1.78864 -4.96603 5.71394 0.0 0.1 0.0
H 2.90119 -5.65187 6.84508 0.1 0.1 0.1
H 3.79389 -3.49957 4.83989 0.0 0.0 0.0
H 3.75259 -5.21615 4.45687 0.0 0.0 0.0
H 4.81449 -4.63926 5.72673 0.0 0.1 0.0
```
Positions in Å, forces in eV/Å.

Properties
HOMO-LUMO gap: 4.989 eV
Charge: +1
E: -46723.298 eV
LUMO: -4.144 eV

---

The following is a DFT calculation (ωB97M-V/def2-TZVPD) of a structure of composition C26H52Br2ClI2N17O8P.

Structure (XYZ):
```
109
Properties=species:S:1:pos:R:3:forces:R:3
C 0.31787 -3.45643 2.02892 0.0 0.3 0.3
C -0.31643 -2.21229 2.67777 0.6 -0.3 -0.3
C -0.74347 -1.16098 1.64298 -0.4 -0.7 0.6
Br -0.73166 0.53252 2.62423 -0.2 0.0 -0.1
C -2.03510 -1.28507 0.83916 -0.3 0.2 -0.4
C -2.32348 -0.36166 -0.21527 0.1 -0.2 0.4
P -1.20483 1.04957 -0.86888 0.1 0.3 -0.6
O -1.45222 2.26713 0.19359 -0.3 -0.5 -0.4
Cl 0.77044 0.53362 -0.58379 0.0 -0.1 0.2
C -3.50440 -0.47120 -0.99194 0.3 -0.1 0.3
C -3.77145 0.53356 -2.09759 0.0 0.5 -0.2
C -3.98978 2.00423 -1.67160 -0.3 0.0 0.8
C -4.66869 2.24151 -0.32373 -0.1 0.4 -0.4
Br -5.00750 3.00005 -3.00708 0.2 -0.1 -0.2
C -4.36789 -1.55503 -0.74747 -0.1 0.1 -0.3
C -5.59777 -1.92716 -1.54427 -0.1 0.5 -0.6
I -5.02457 -2.26873 -3.60751 -0.1 -0.1 0.2
C -6.90762 -1.14055 -1.25914 0.0 0.1 -0.2
C -6.95025 -0.48025 0.11925 -0.2 -0.3 0.0
I -7.66612 0.17058 -2.80061 0.2 0.0 0.2
N -4.07796 -2.39982 0.26887 0.2 0.2 0.1
C -4.96948 -3.51256 0.58532 -0.5 -0.6 -0.2
C -5.86723 -3.41394 1.62425 0.0 0.7 0.4
C -6.72812 -4.46741 1.89830 0.3 -0.3 -0.7
C -6.64142 -5.58549 1.07913 0.0 0.5 0.2
C -5.68467 -5.57664 0.06804 -0.3 -0.5 -0.2
N -4.85715 -4.57130 -0.19937 0.2 0.2 0.4
C -2.96586 -2.29910 1.05528 0.4 0.1 0.2
N -2.81160 -3.27269 2.05504 0.1 0.2 -0.2
H 1.22026 -3.70784 2.57757 0.0 -0.2 0.1
H -0.33328 -4.32164 2.04139 -0.1 -0.1 -0.2
H 0.65416 -3.24530 1.01587 -0.1 -0.1 -0.2
H -1.08247 -2.46851 3.39064 -0.2 0.0 0.1
H 0.47699 -1.73956 3.24791 0.1 0.2 0.0
H 0.05359 -1.18192 0.91300 0.1 0.6 0.0
H -2.19236 2.05924 0.78085 0.2 0.2 0.6
H -2.87561 0.55554 -2.71335 0.0 -0.2 -0.3
H -4.57948 0.26248 -2.76306 -0.2 -0.3 0.2
H -3.05108 2.53663 -1.67384 0.3 0.0 -0.1
H -4.30833 1.59543 0.47606 0.0 -0.2 0.0
H -4.49171 3.26746 -0.01093 0.0 0.1 0.1
H -5.74410 2.16539 -0.43781 -0.2 -0.4 0.2
H -5.85643 -2.94522 -1.33227 0.1 -0.2 0.3
H -7.69573 -1.88061 -1.25053 -0.1 -0.2 -0.2
H -7.25505 -1.23487 0.84181 0.0 0.0 0.1
H -6.00730 -0.07091 0.46164 0.1 0.3 -0.1
H -7.71303 0.28726 0.13497 0.0 0.2 0.1
H -5.90604 -2.50921 2.21732 0.0 0.0 0.0
H -7.44478 -4.40650 2.70018 -0.1 0.0 0.1
H -7.28197 -6.44355 1.21664 0.1 -0.1 0.0
H -5.61574 -6.44135 -0.57522 0.1 -0.1 -0.1
H -3.53820 -3.22613 2.75366 0.0 -0.2 0.1
H -2.73665 -4.20345 1.66547 -0.1 -0.1 0.1
C -8.04206 -8.81479 2.80107 0.0 -0.2 0.0
O -7.32373 -8.42852 1.88630 -0.1 0.1 0.1
N -8.96602 -9.79788 2.63038 0.0 0.0 -0.1
N -7.96508 -8.29022 4.06015 0.0 0.1 -0.1
H -9.56176 -10.13359 3.36301 0.0 0.0 0.0
H -9.04107 -10.20463 1.71662 0.0 0.0 0.0
H -7.28279 -7.57463 4.22061 0.1 0.0 0.0
H -8.53940 -8.59423 4.82326 0.0 0.0 0.0
C 4.70865 0.22855 2.18793 -0.2 0.0 0.0
O 5.68673 0.26294 2.91570 0.0 0.1 -0.1
N 4.10671 -0.93936 1.81884 0.0 -0.1 0.1
N 4.13638 1.36459 1.68168 0.1 0.1 -0.1
H 3.30597 -0.98137 1.21830 0.0 0.0 0.0
H 4.50815 -1.79356 2.16376 0.0 0.0 0.0
H 4.55186 2.24133 1.93677 -0.1 0.0 0.1
H 3.33096 1.36091 1.08436 -0.1 0.0 0.1
C 6.03237 2.97674 -1.92625 0.1 0.0 0.0
O 5.33019 2.38090 -2.72701 0.0 0.0 0.0
N 5.90968 2.79045 -0.57526 0.0 0.1 0.0
N 6.99198 3.87054 -2.30371 0.1 0.1 0.0
H 6.47381 3.26421 0.10553 0.1 0.0 -0.1
H 5.21639 2.13685 -0.26626 0.1 -0.1 0.0
H 7.11617 4.02588 -3.28750 0.0 0.0 0.0
H 7.58276 4.36725 -1.65510 0.1 0.0 0.0
C 7.58853 -3.14877 2.09181 0.1 0.1 -0.1
O 7.40060 -3.57095 3.21910 -0.1 0.0 0.0
N 7.27339 -1.87257 1.72116 -0.1 -0.1 0.2
N 8.12456 -3.93326 1.10077 -0.1 0.0 0.0
H 7.41477 -1.52141 0.79314 0.1 0.0 0.0
H 6.88356 -1.25355 2.42357 0.1 0.0 -0.1
H 8.36585 -4.87531 1.34283 0.0 0.0 0.0
H 8.29039 -3.61100 0.16721 0.0 0.0 0.0
C 10.45701 5.60453 -2.13138 0.1 0.0 -0.1
O 9.68117 5.64435 -1.18499 -0.3 -0.1 0.0
N 11.14860 6.70041 -2.55057 0.0 0.0 0.1
N 10.67233 4.46353 -2.85076 -0.1 0.0 0.0
H 11.77796 6.69371 -3.33069 0.0 0.0 -0.1
H 11.00569 7.55444 -2.04532 0.0 0.0 0.0
H 10.17623 3.63923 -2.56762 0.0 0.0 0.0
H 11.29222 4.41330 -3.63716 0.0 0.1 0.0
C 8.36933 6.62172 -5.96929 -0.1 0.0 0.0
O 9.53416 6.37977 -6.22890 0.1 0.0 0.0
N 7.84792 6.43188 -4.71688 0.0 -0.1 0.0
N 7.49155 7.10051 -6.90198 0.0 0.0 0.0
H 6.89545 6.62339 -4.47130 0.0 0.0 0.0
H 8.47497 6.08307 -4.01478 0.0 0.1 0.0
H 7.84495 7.24988 -7.82801 0.0 0.0 0.0
H 6.53077 7.30514 -6.70703 0.0 0.0 0.0
C -3.25791 5.33236 1.79001 0.0 0.1 -0.1
O -3.35451 4.33939 2.49424 0.0 -0.2 0.0
N -3.57613 6.58334 2.22869 0.0 -0.1 0.0
N -2.82364 5.24818 0.49554 -0.1 0.0 -0.1
H -3.50238 7.40623 1.66203 0.0 0.0 0.0
H -3.89738 6.66935 3.17464 0.0 0.0 0.0
H -2.58238 4.33371 0.16394 0.2 0.1 0.0
H -2.73178 6.02978 -0.12509 0.0 0.1 0.0
```
Positions in Å, forces in eV/Å.

Properties
HOMO-LUMO gap: 6.476 eV
Charge: +1
E: -247616.872 eV
LUMO: -4.244 eV

---

The following is a DFT calculation (ωB97M-V/def2-TZVPD) of a cluster of 14 separate species, C26H52Cl20O8S4 in total.

Structure (XYZ):
```
110
Properties=species:S:1:pos:R:3:forces:R:3
C 9.14825 -11.32100 18.64935 1.6 0.7 0.1
C 9.77363 -11.57565 17.23478 -0.6 -1.6 1.2
C 10.94299 -10.64058 17.04074 -2.5 2.0 1.4
S 11.44744 -10.17042 18.74430 1.4 -1.7 0.1
O 11.10730 -8.76743 18.92620 0.3 -0.5 0.1
O 12.76702 -10.72304 19.04475 -0.5 1.3 -0.5
C 10.33533 -11.22481 19.67068 -1.9 1.5 -2.3
H 8.43833 -12.02686 18.98219 -0.6 -1.1 0.0
H 8.62841 -10.39167 18.68147 -0.4 1.0 -0.2
H 9.02333 -11.48281 16.45572 -0.1 0.3 -0.1
H 10.04381 -12.62353 17.21086 0.4 -0.4 0.0
H 10.34627 -9.74900 16.71498 1.6 -0.2 -0.1
H 11.76127 -10.91838 16.43122 0.7 -0.3 -0.5
H 10.09060 -10.69347 20.56682 -0.2 0.1 0.6
H 10.71885 -12.18826 19.82063 1.1 -1.1 0.4
C 2.86712 -7.46864 24.83510 0.8 -1.1 0.4
C 2.54025 -8.62601 23.83748 -1.1 0.1 -0.8
C 3.27378 -8.50666 22.46818 0.9 0.7 -0.2
S 3.94530 -6.81085 22.59784 0.6 -0.5 0.2
O 2.92333 -5.82966 22.29397 0.0 -0.2 -0.2
O 5.23602 -6.73240 21.94467 -0.3 0.2 -0.3
C 4.15468 -6.78685 24.38639 -0.1 -0.8 -0.3
H 2.82304 -7.91903 25.86404 0.5 0.8 -0.9
H 2.20065 -6.67493 24.78268 -2.0 1.0 0.0
H 1.44697 -8.65863 23.63614 0.7 0.1 0.2
H 2.76070 -9.53236 24.35430 0.4 -0.8 0.0
H 2.67983 -8.58435 21.54606 -0.3 0.4 0.6
H 4.15698 -9.13850 22.18709 -0.6 0.3 1.1
H 4.31914 -5.74964 24.68126 -0.2 -0.2 0.0
H 4.99929 -7.40087 24.63629 0.7 -0.1 -0.1
C 5.54066 -7.56398 16.85507 -0.5 -0.9 0.0
C 5.24218 -8.98286 16.16699 0.5 1.8 1.2
C 5.88877 -10.01304 17.08637 -1.5 -0.1 0.0
S 5.24426 -9.45904 18.64916 0.9 -1.3 2.5
O 6.17909 -9.76355 19.77851 -1.6 0.5 -1.8
O 3.89179 -10.01461 18.68734 0.9 0.7 0.2
C 5.21739 -7.69374 18.32900 0.7 -0.4 0.5
H 4.90423 -6.74641 16.50382 0.5 -0.2 -0.6
H 6.59463 -7.32480 16.84959 0.2 0.2 -0.8
H 5.68948 -8.98045 15.22333 0.7 -0.1 -1.6
H 4.18073 -9.04479 16.02986 -0.6 -0.5 0.2
H 6.94098 -10.01758 16.98947 1.3 0.4 0.3
H 5.57897 -11.06077 17.04688 -0.3 0.3 -0.3
H 5.97863 -7.23145 18.97273 -0.3 -0.1 -0.1
H 4.25072 -7.29738 18.55184 -0.7 0.0 0.4
C 3.52187 -2.90207 20.47872 -0.5 1.3 0.1
C 3.89929 -1.66464 19.61663 0.4 0.3 0.2
C 5.40814 -1.79745 19.25670 -0.5 0.7 0.6
S 5.69028 -3.53191 19.11030 1.2 -1.2 1.7
O 6.85001 -3.90047 19.93771 -1.3 0.4 -0.6
O 5.72272 -3.89709 17.72431 -0.1 -0.2 -0.8
C 4.11145 -4.11833 19.83992 1.2 -1.5 -0.1
H 2.43878 -2.93588 20.47892 -0.2 -0.3 0.3
H 3.85306 -2.72505 21.51251 0.1 -0.4 -0.3
H 3.69597 -0.71152 20.15330 0.2 -0.7 -0.3
H 3.25881 -1.67709 18.73283 0.3 0.1 -0.2
H 6.06345 -1.37050 20.03720 -0.4 -0.4 -0.2
H 5.73060 -1.40718 18.30130 -0.2 0.3 -0.2
H 4.35995 -4.94801 20.55065 -0.1 0.9 -0.6
H 3.55574 -4.58103 18.99323 0.2 0.7 0.5
C 11.43230 -6.41477 23.12663 0.7 1.0 -0.7
Cl 12.07149 -7.85742 22.28304 -0.2 0.3 0.1
Cl 11.12108 -6.74994 24.81232 -0.2 0.0 0.4
H 12.18733 -5.60433 23.10870 -0.3 -0.8 -0.1
H 10.54665 -6.04417 22.59319 0.2 -0.5 0.4
C 6.21861 -11.63588 24.69795 -0.1 1.4 -1.2
Cl 6.03920 -11.41727 22.89160 0.1 -0.1 0.9
Cl 5.41549 -10.25256 25.54880 0.3 -0.9 -0.3
H 5.80933 -12.59250 24.93930 -0.5 -0.2 0.4
H 7.27122 -11.56927 24.90667 0.2 0.0 0.1
C 7.10888 -5.44972 26.84429 -0.4 0.6 -1.1
Cl 8.11847 -4.56736 27.95144 0.1 0.6 0.4
Cl 5.48057 -5.80670 27.42276 -0.1 -0.1 0.4
H 6.96569 -4.91664 25.88936 0.3 0.0 0.7
H 7.64029 -6.35063 26.68728 0.1 -1.0 -0.3
C 10.75062 -6.95773 15.69997 -0.4 1.2 0.8
Cl 10.19675 -5.21420 15.74451 0.6 -1.0 0.0
Cl 9.38700 -7.94872 15.23007 -0.3 -0.4 -0.4
H 11.58088 -7.06101 15.01606 -0.1 0.1 -0.2
H 11.02470 -7.23545 16.71660 0.0 0.1 -0.1
C 7.89033 -3.72315 23.04777 -0.2 1.6 -1.2
Cl 6.25817 -3.38345 23.71260 0.2 -0.2 0.0
Cl 9.11053 -3.80361 24.33048 -0.2 -0.1 -0.3
H 7.83122 -4.64493 22.47500 0.1 0.0 0.2
H 8.10947 -2.84832 22.34912 -0.1 -1.4 1.1
C 6.40821 -14.00553 19.65871 0.4 -1.5 0.2
Cl 7.66689 -14.71744 18.58629 -0.3 0.4 -0.1
Cl 5.16514 -13.05718 18.93607 -0.2 0.3 -0.5
H 5.97922 -14.86960 20.13717 -0.4 -0.2 0.0
H 6.91025 -13.46742 20.41967 0.5 0.9 0.5
C 13.34155 -6.21586 19.35136 1.4 -0.9 -0.7
Cl 13.81424 -5.76948 17.67611 -0.3 0.2 0.2
Cl 12.94352 -4.87738 20.37273 -0.2 0.4 0.1
H 12.58416 -6.96326 19.27451 -1.0 0.0 0.1
H 14.21579 -6.74364 19.72614 0.0 0.3 0.3
C 10.84352 -12.15229 23.42635 -0.3 0.0 -1.9
Cl 12.29262 -12.48821 22.43924 -0.1 -0.2 0.6
Cl 9.50860 -13.27735 23.08223 0.0 -0.1 -0.1
H 10.94589 -12.18399 24.47464 0.8 0.1 1.0
H 10.54616 -11.19155 23.04573 -0.3 0.4 0.4
C 9.83820 -9.23194 26.56550 1.6 -1.2 0.3
Cl 8.92738 -8.40618 27.80155 0.1 0.3 -0.2
Cl 9.64968 -11.00798 26.74157 -0.2 -0.2 0.0
H 9.56762 -9.02513 25.55435 -0.6 0.6 -0.4
H 10.94015 -9.09989 26.64853 -1.0 0.4 0.3
C 8.41515 -7.93806 21.27626 0.5 -1.3 -0.3
Cl 8.37335 -7.54780 23.03226 -0.3 -0.2 -0.5
Cl 8.65473 -6.54742 20.26980 0.3 0.9 -0.3
H 9.29583 -8.62347 21.10176 -1.2 0.7 0.3
H 7.45497 -8.33967 20.92170 0.4 -0.3 0.8
```
Positions in Å, forces in eV/Å.

Properties
HOMO-LUMO gap: 10.593 eV
Charge: 0
E: -337973.341 eV
LUMO: 0.297 eV